Density functional theory data (wB97M-V/def2-TZVPD) for C52H58N5O3Zn as an isolated structure.

For the HOMO-LUMO gap, the calculation gives 6.0 eV. The charge is -1. Its LUMO energy is 0.091 Ha.

Last column: Löwdin charge in e.
Element x y z (Å)
Zn -0.514 -0.143 -0.270  0.69
O 2.411 0.904 -2.168  0.10
O 2.359 -1.344 0.852  0.00
O 1.189 0.542 0.836  -0.10
N -0.810 -1.371 1.438  0.06
N -0.672 1.572 -1.505  0.08
N -1.592 -1.247 -1.649  0.01
N 4.419 1.962 -2.395  0.05
N -1.563 1.153 0.978  0.04
C -2.223 -0.599 4.758  -0.07
C 2.857 2.703 -0.650  -0.09
C 4.678 1.166 0.391  -0.17
C -1.668 2.416 0.515  -0.21
C 1.244 2.306 2.905  -0.03
C -5.328 -2.111 -2.348  -0.29
C -2.071 3.574 1.186  -0.03
C -1.840 0.664 2.209  -0.22
C 4.183 1.092 4.909  -0.28
C -5.649 -2.619 -0.944  -0.13
C -0.829 -3.980 -5.780  -0.07
C 1.034 -3.386 -4.208  -0.06
C -0.664 2.790 -3.543  -0.04
C -1.226 3.874 -2.923  -0.02
C 3.142 1.797 -1.823  -0.47
C -5.460 -0.273 -0.089  -0.12
C -0.813 -1.934 -2.542  -0.27
C -1.088 -2.622 3.880  -0.01
C -0.514 -3.275 2.825  -0.04
C 2.038 -0.256 1.346  -0.60
C 3.148 1.841 4.379  -0.03
C -1.195 -2.566 -3.757  -0.02
C 1.492 -2.698 -3.081  -0.29
C -4.959 -1.711 0.072  -0.29
C -1.557 -1.299 3.728  -0.16
C -2.054 4.923 -0.830  -0.08
C -0.399 -2.604 1.598  -0.10
C 5.302 0.832 -2.085  -0.19
C -2.740 0.638 4.485  -0.10
C -1.537 3.822 -1.547  -0.16
C 5.799 0.936 -0.638  -0.17
C -1.377 -0.692 2.461  -0.14
C -3.814 -2.137 -2.593  -0.10
C 4.458 -0.128 4.316  -0.03
C -3.608 0.173 -1.719  -0.08
C 2.953 -2.746 -2.712  -0.05
C -0.305 -3.287 -4.546  -0.30
C 4.967 1.568 6.103  -0.06
C 2.739 0.202 2.635  -0.04
C -2.569 1.259 3.240  -0.03
C -3.057 -1.261 -1.577  -0.43
C -5.124 0.221 -1.499  -0.28
C 4.019 2.565 0.360  -0.15
C -3.449 -1.743 -0.161  -0.09
C -0.377 1.649 -2.780  -0.11
C -1.283 2.600 -0.876  -0.15
C -5.832 -0.676 -2.515  -0.13
C 2.411 1.418 3.276  -0.19
C 4.198 -1.948 2.694  -0.05
C 0.598 -2.002 -2.301  -0.03
C -2.258 4.791 0.519  -0.10
C 3.767 -0.593 3.200  -0.20
H 0.983 2.225 1.859  0.05
H 0.993 -1.470 -1.443  0.07
H 6.338 0.019 -0.379  0.11
H 3.354 -2.630 2.630  0.08
H 4.954 -2.368 3.362  0.07
H -2.197 -2.500 -4.142  0.07
H -5.176 -2.060 1.088  0.14
H -3.298 1.163 5.252  0.10
H -3.053 -2.752 -0.008  0.13
H 4.847 2.832 -2.106  0.11
H -1.435 4.784 -3.474  0.11
H -0.422 2.806 -4.597  0.10
H 1.924 2.359 -0.206  0.09
H 4.719 -0.078 -2.226  0.11
H 5.471 2.513 5.891  0.08
H -0.162 -4.295 2.912  0.10
H -5.814 -2.756 -3.090  0.13
H -1.299 -4.933 -5.521  0.07
H -5.472 1.253 -1.615  0.14
H -2.972 -1.080 0.558  0.08
H -2.232 3.555 2.252  0.08
H 0.365 1.999 3.480  0.09
H -6.917 -0.634 -2.362  0.11
H 4.312 1.726 6.962  0.08
H 3.119 -2.234 -1.766  0.06
H 3.621 2.774 1.355  0.10
H 3.278 -3.785 -2.610  0.07
H -5.285 -3.645 -0.830  0.12
H -4.985 0.370 0.660  0.12
H -2.335 -1.059 5.732  0.10
H 0.105 0.784 -3.217  0.11
H 5.248 -0.744 4.733  0.10
H 5.723 0.833 6.382  0.07
H -6.733 -2.629 -0.780  0.11
H 2.734 3.741 -0.970  0.12
H -3.442 -3.163 -2.545  0.13
H 5.104 1.019 1.386  0.11
H -0.024 -4.181 -6.488  0.06
H 6.516 1.764 -0.573  0.10
H 4.790 3.318 0.166  0.10
H 3.569 -2.280 -3.487  0.07
H -1.587 -3.369 -6.275  0.07
H -3.048 2.211 3.083  0.08
H -6.543 -0.230 0.073  0.11
H -3.644 -1.748 -3.597  0.11
H 3.905 0.402 0.267  0.10
H 1.464 3.345 3.162  0.08
H -2.597 5.648 1.090  0.10
H 6.144 0.817 -2.781  0.11
H -3.122 0.805 -0.975  0.09
H 1.720 -3.963 -4.819  0.10
H -3.352 0.567 -2.709  0.13
H -1.207 -3.114 4.839  0.11
H 0.040 -3.080 0.730  0.12
H -2.254 5.855 -1.345  0.10
H -5.623 -0.328 -3.532  0.12
H 2.893 2.793 4.836  0.11
H 4.609 -1.878 1.688  0.08

***

Density functional theory data (wB97M-V/def2-TZVPD) for H20O10 as an isolated structure in a non-equilibrium geometry.

For the HOMO-LUMO gap, the calculation gives 8.7 eV. Its LUMO energy is -0.015 Ha.

Last column: Löwdin charge in e.
Element x y z (Å)
O 0.376 1.854 3.497  -0.05
O -1.700 1.234 0.468  -0.07
O 4.949 3.133 0.171  -0.07
O 2.865 1.910 0.537  -0.16
O -0.082 0.231 -0.680  -0.07
O -4.607 -2.296 -1.545  -0.07
O 0.139 -1.606 1.644  -0.05
O -1.179 -4.240 -3.318  -0.07
O -2.907 -3.267 -0.204  -0.07
O 2.502 3.153 -0.567  -0.10
H -1.150 0.639 0.990  0.01
H 4.368 2.489 -0.250  0.00
H -1.471 -4.861 -2.642  0.03
H 1.766 3.581 -0.116  0.08
H -1.677 2.065 0.957  0.04
H 1.982 2.230 0.756  0.06
H 2.080 2.602 -1.235  0.09
H -0.568 -0.380 -1.245  0.07
H 5.410 2.625 0.848  0.03
H -2.422 -3.342 0.625  0.04
H 2.922 1.057 0.982  0.07
H 0.142 2.498 4.175  0.05
H -4.262 -1.408 -1.402  0.04
H -0.858 -4.803 -4.031  0.03
H -2.370 -2.669 -0.736  0.02
H 0.266 -1.995 0.771  0.03
H 0.835 0.132 -0.960  0.06
H 0.137 -0.656 1.479  -0.01
H -5.557 -2.166 -1.643  0.04
H 0.069 2.256 2.676  0.01

***

Density functional theory data (wB97M-V/def2-TZVPD) for one molecule with the formula C2H2O2S2 in a non-equilibrium geometry.

As for the structure (SMILES): O=C(S)C(=O)S. For the HOMO-LUMO gap, the calculation gives 9.5 eV. Its LUMO energy is -0.028 Ha.

Last column: Löwdin charge in e.
Element x y z (Å)
S -0.762 1.234 -1.666  0.90
S 0.771 -1.236 1.663  0.89
O 1.221 -0.883 -0.893  -0.02
O -1.204 0.882 0.890  -0.02
C 0.555 -0.549 0.067  -0.78
C -0.546 0.545 -0.064  -0.77
H 0.196 0.486 -2.217  -0.12
H -0.232 -0.479 2.220  -0.08

***

Density functional theory data (wB97M-V/def2-TZVPD) for a 2-piece molecular cluster, C23H40B2Cl2F5O13S2 overall in a non-equilibrium geometry.

For the HOMO-LUMO gap, the calculation gives 6.6 eV. The charge is -1. Its LUMO energy is 0.064 Ha.

Last column: Löwdin charge in e.
Element x y z (Å)
Cl 8.952 -4.118 0.063  0.50
Cl 6.035 -4.019 0.307  0.60
S 0.226 -1.089 -2.467  0.82
S -0.430 -2.602 0.386  0.95
F -2.195 0.100 -2.523  0.16
F -2.411 -2.722 -4.347  0.16
F -3.672 -1.834 -2.853  0.18
F -2.038 -3.096 -2.229  0.14
F -1.369 -0.516 -4.392  0.12
O 0.031 1.052 -1.018  -0.06
O 3.874 2.469 -1.547  0.16
O -5.466 -0.694 2.449  -0.02
O 3.461 4.620 -0.672  0.16
O 4.801 -0.796 -0.877  -0.17
O 0.601 -2.475 -2.471  -0.30
O -7.197 -2.135 2.691  0.08
O 1.032 -0.345 -3.401  -0.27
O 0.000 1.066 2.099  0.20
O -1.624 -0.089 0.235  -0.08
O -3.763 1.478 0.268  -0.02
O 0.844 -1.102 2.633  0.02
O -4.971 -0.216 -0.630  -0.05
C 1.147 -1.950 4.894  -0.05
C -2.857 -0.752 0.398  -0.28
C -1.523 -0.875 -3.112  -0.43
C 0.868 2.077 -1.516  -0.31
C -4.559 -1.714 1.951  -0.14
C 4.097 -1.367 0.204  -0.27
C -0.091 3.029 -2.250  -0.10
C 0.519 -0.233 -0.822  -0.41
C 6.157 -0.547 -0.541  -0.11
C 1.571 2.902 -0.404  0.01
C -1.326 3.407 -1.410  -0.36
C -3.970 0.280 -0.044  -0.65
C 0.667 -0.785 4.032  -0.21
C -7.573 -0.062 1.533  0.02
C -6.762 -1.077 2.285  -0.52
C 7.420 -4.904 -0.344  -1.00
C -1.295 4.927 -1.048  -0.07
C 2.013 -0.305 -0.553  -0.12
C 2.638 -1.638 -0.153  -0.15
C -2.413 -2.190 -3.121  -0.55
C -3.198 -1.051 1.853  -0.10
C -2.601 3.194 -2.228  -0.07
C -0.382 -0.773 0.345  -0.52
B 0.192 -0.254 1.770  -0.66
B 3.013 3.332 -0.896  -0.62
H 2.761 5.239 -0.897  0.10
H 1.282 -2.826 4.273  0.08
H 0.829 1.449 2.397  0.11
H -0.766 5.511 -1.792  0.07
H 6.306 -0.568 0.537  0.08
H 4.546 -2.303 0.546  0.02
H 4.081 -0.689 1.069  0.13
H 1.281 0.080 4.265  0.11
H 2.543 0.000 -1.449  0.12
H 2.074 -1.718 5.405  0.07
H -4.891 -2.089 0.991  0.13
H 1.601 1.793 -2.262  0.13
H 2.650 -2.372 -0.951  0.12
H -8.324 0.387 2.173  0.08
H 0.386 -2.160 5.636  0.07
H -3.243 -0.095 2.368  0.13
H -6.910 0.694 1.131  0.08
H 6.454 0.440 -0.883  0.08
H -4.533 -2.494 2.704  0.12
H -2.831 4.078 -2.824  0.07
H 1.018 3.806 -0.171  0.10
H 7.422 -5.905 0.070  0.02
H 1.623 2.299 0.498  0.10
H -1.385 2.883 -0.464  0.13
H -0.375 -0.567 4.225  0.12
H -2.524 2.356 -2.910  0.06
H -0.858 5.040 -0.058  0.06
H 0.463 3.918 -2.550  0.11
H -8.037 -0.586 0.707  0.09
H 2.226 -2.058 0.751  0.08
H -3.031 -1.606 -0.249  0.12
H 2.313 0.427 0.191  0.12
H -2.429 -1.645 2.349  0.09
H 6.801 -1.318 -0.949  0.07
H 7.327 -4.943 -1.423  0.03
H 4.442 1.968 -0.960  0.09
H -0.362 2.536 -3.180  0.12
H -0.632 -2.860 1.685  -0.10
H -3.444 3.039 -1.561  0.07
H -2.325 5.253 -0.964  0.07

***

Density functional theory data (wB97M-V/def2-TZVPD) for a 3-piece molecular cluster, C3H9NO3 overall in a non-equilibrium geometry.

For the HOMO-LUMO gap, the calculation gives 4.2 eV. Its LUMO energy is -0.136 Ha.

Last column: Löwdin charge in e.
Element x y z (Å)
O 0.896 1.347 1.491  -0.18
O -1.280 1.541 -1.714  0.12
O 1.160 -0.880 2.303  -0.37
N 0.100 -0.647 -0.464  0.04
C -1.149 -0.637 0.303  -0.04
C -0.796 0.642 -2.342  -0.22
C -0.081 -0.538 -1.822  0.04
H 1.153 0.439 2.024  -0.06
H -0.915 -0.889 1.357  0.09
H 0.864 -0.892 -2.224  0.13
H -0.668 0.735 -3.435  0.13
H 1.408 2.110 1.770  0.01
H 1.787 -1.319 2.893  -0.06
H -1.642 0.379 0.293  0.12
H 0.884 -0.057 -0.107  0.15
H -1.720 -1.333 -0.325  0.10

***

Density functional theory data (wB97M-V/def2-TZVPD) for one molecule with the formula C7H6N2O2 in a non-equilibrium geometry.

As for the structure (SMILES): O=C[C@@H]1n2cccc2C=[N+]1[O-]. For the HOMO-LUMO gap (spin up / spin down), the calculation gives 8.1 / 8.1 eV. Its LUMO energy (spin up / spin down) is 0.000 / 0.000 Ha.

Last column: Löwdin charge in e.
Element x y z (Å)
O 0.006 -0.485 -2.970  -0.03
O 2.811 -1.137 -1.877  0.12
N 0.063 0.163 0.269  -0.08
N -0.407 -0.235 -1.819  -0.22
C -1.711 0.170 1.511  -0.04
C -0.600 0.741 2.172  -0.08
C 0.533 0.666 1.399  -0.08
C 2.167 -0.815 -0.937  -0.12
C -1.292 -0.074 0.272  -0.19
C -1.552 -0.349 -1.159  0.11
C 0.744 0.050 -0.970  -0.12
H 1.506 0.628 1.767  0.10
H 1.158 1.108 -1.261  0.21
H 2.371 -0.795 0.147  0.12
H -0.543 0.940 3.198  0.08
H -2.807 0.082 1.780  0.13
H -2.447 -0.658 -1.523  0.10